Record 1
The following is a DFT calculation (ωB97M-V with the def2-TZVPD basis set) of a cluster of 3 separate species, C3H12O2S2 in total in a non-equilibrium geometry.

Positions of all 19 atoms, in Å:
C (-0.8873, 0.0367, 1.3757)
C (0.2606, 0.8137, 2.0731)
C (-0.9640, 0.0646, -0.1594)
S (-2.6445, -0.2627, -0.8076)
S (-2.5243, 1.3087, -2.1914)
H (-0.5836, -0.9747, 1.6892)
H (-1.8951, 0.0560, 1.7857)
H (1.1833, 0.4304, 1.6308)
H (0.2750, 0.6889, 3.1622)
H (0.1374, 1.8966, 1.9967)
H (-0.5784, 1.0658, -0.4359)
H (-0.3054, -0.5527, -0.7612)
H (-3.6733, 1.9406, -1.9407)
H (-0.6101, -2.2626, -2.6880)
H (-1.2502, -3.0901, -3.7518)
O (-0.6849, -3.1739, -2.9746)
H (5.2310, 0.3808, 0.0174)
H (4.8251, 0.6491, 1.4395)
O (4.6890, 0.9849, 0.5404)

Its SMILES is CCCSS.O.O. The gap between HOMO and LUMO is 9.07 eV. Its net charge is 0.

Record 2
The following is a DFT calculation (ωB97M-V with the def2-TZVPD basis set) of a structure of composition C16H31MgNP2S in a non-equilibrium geometry.

Positions of all 52 atoms, in Å:
P (-0.6585, 2.6815, -0.3516)
P (-1.8191, -0.7005, 2.3980)
C (-0.3788, 0.8873, -0.0569)
C (-1.4060, -0.1025, 0.5406)
H (0.5352, 1.0779, 0.5982)
H (-0.1438, 0.4462, -1.1093)
H (-2.4208, 0.2740, 0.2887)
H (-1.2492, -1.0701, 0.0550)
C (-0.2874, -1.6318, 3.0269)
H (-0.6714, -1.5472, 4.0807)
H (0.6634, -1.0375, 3.0814)
H (-0.2368, -2.7249, 2.7529)
C (-2.7616, -2.1985, 1.8757)
H (-2.2346, -3.1482, 1.7664)
H (-3.3664, -1.9950, 0.9808)
H (-3.4594, -2.2886, 2.7057)
C (0.9799, 3.3837, -0.6686)
H (0.9478, 4.4820, -0.5464)
H (1.2151, 3.1529, -1.7146)
H (1.7977, 2.9942, -0.0467)
C (-1.6513, 2.7131, -1.8025)
H (-2.3881, 1.9069, -1.7969)
H (-0.9797, 2.5402, -2.6488)
H (-2.1462, 3.6791, -1.9479)
Mg (0.9672, -0.6694, 0.9564)
C (0.4063, -2.4158, -0.6773)
C (1.4862, -2.3880, 0.1759)
C (2.9167, -2.1479, -0.1977)
C (3.1702, -1.1812, -1.3702)
C (2.1950, -0.0415, -1.4674)
C (1.1224, -0.1149, -2.3030)
C (0.6145, -1.3529, -2.9967)
C (0.6479, -2.6094, -2.1454)
C (-1.3816, 3.5670, 0.9885)
H (-0.5285, -2.8584, -0.2810)
H (1.3595, -2.7166, 1.2186)
H (3.2975, -3.1507, -0.4385)
H (3.4950, -1.8025, 0.6732)
H (4.1856, -0.7647, -1.2498)
H (3.1841, -1.7695, -2.3047)
H (2.5433, 0.9301, -1.1075)
H (0.6688, 0.8072, -2.7351)
H (1.1721, -1.5501, -3.9356)
H (-0.4198, -1.1478, -3.3093)
H (-0.1197, -3.2860, -2.5516)
H (1.6025, -3.1456, -2.3026)
H (-2.3466, 3.0956, 1.2082)
H (-1.5205, 4.6161, 0.7491)
H (-0.7121, 3.5812, 1.8791)
S (-0.6614, 1.5161, 3.8935)
C (-2.0795, 2.3765, 4.0485)
N (-3.1450, 2.8487, 4.1223)

The gap between HOMO and LUMO (alpha / beta) is 4.76 / 4.55 eV. Its net charge is 0.

Record 3
The following is a DFT calculation (ωB97M-V with the def2-TZVPD basis set) of a cluster of 17 separate species, C32H106N8O17 in total in a non-equilibrium geometry.

Positions of all 163 atoms, in Å:
C (-5.4630, -2.6646, -2.9020)
C (-5.7557, -2.9975, -1.4020)
C (-6.5452, -1.9440, -0.6229)
O (-6.0496, -0.5882, -0.6636)
C (-4.9564, -0.3822, 0.2939)
N (-6.3986, -4.3248, -1.3507)
H (-4.5723, -3.2471, -3.1377)
H (-5.2810, -1.5903, -2.9327)
H (-6.2861, -2.8624, -3.5886)
H (-4.8493, -3.0908, -0.8038)
H (-6.7407, -2.2183, 0.4137)
H (-7.4904, -1.7098, -1.1126)
H (-4.0061, -0.8426, 0.0237)
H (-5.1663, -0.6774, 1.3219)
H (-4.6402, 0.6607, 0.3125)
H (-7.2021, -4.3624, -1.9615)
H (-5.8316, -5.0112, -1.8276)
C (0.4310, -0.2042, -11.4071)
C (0.5889, 1.1002, -10.6053)
C (0.6566, 0.7980, -9.0961)
O (-0.5601, 0.1545, -8.6661)
C (-0.3844, -0.2941, -7.3208)
N (1.7210, 1.7835, -11.1106)
H (0.2088, 0.0004, -12.4544)
H (-0.3372, -0.8661, -11.0072)
H (1.4207, -0.6606, -11.4210)
H (-0.2385, 1.7809, -10.8056)
H (0.7289, 1.7569, -8.5829)
H (1.5627, 0.2413, -8.8567)
H (-1.3511, -0.7303, -7.0690)
H (-0.0215, 0.4998, -6.6681)
H (0.3496, -1.0999, -7.3274)
H (1.7688, 2.7343, -10.7734)
H (2.6033, 1.3611, -10.8594)
C (-1.8437, 4.3572, -3.5807)
C (-0.4033, 4.8403, -3.6539)
C (-0.2234, 6.2696, -3.0729)
O (-0.9882, 7.2786, -3.7122)
C (-0.7071, 8.6491, -3.4123)
N (0.4750, 3.9609, -2.9541)
H (-2.5166, 5.0998, -4.0094)
H (-2.1622, 4.1510, -2.5588)
H (-1.9360, 3.4455, -4.1708)
H (-0.0781, 4.7607, -4.6912)
H (0.7888, 6.6526, -3.2031)
H (-0.3390, 6.4116, -1.9984)
H (0.3781, 8.7453, -3.3773)
H (-1.1231, 8.9792, -2.4605)
H (-1.1127, 9.2756, -4.2067)
H (-0.0141, 3.6989, -2.1101)
H (1.1516, 4.5976, -2.5582)
C (2.9833, -8.7756, 0.3576)
C (4.3506, -9.3420, 0.9198)
C (4.6100, -10.7902, 0.4323)
O (3.5945, -11.6458, 0.9487)
C (3.7023, -12.0124, 2.3211)
N (5.4419, -8.4682, 0.5694)
H (2.8690, -7.7668, 0.7544)
H (2.1453, -9.4089, 0.6489)
H (2.8774, -8.6821, -0.7232)
H (4.3634, -9.3826, 2.0090)
H (5.5548, -11.2026, 0.7863)
H (4.5676, -10.8255, -0.6563)
H (4.7276, -12.2833, 2.5730)
H (3.1119, -12.9081, 2.5137)
H (3.4385, -11.1613, 2.9490)
H (5.1435, -7.5126, 0.7031)
H (5.5641, -8.5051, -0.4325)
C (0.3955, -1.2235, -0.5722)
C (1.5385, -0.7750, 0.3669)
C (1.0309, 0.1386, 1.5413)
O (0.6928, 1.3867, 1.0642)
C (0.1419, 2.2111, 2.0380)
N (2.0953, -1.9089, 1.0536)
H (-0.3812, -1.8418, -0.1220)
H (0.8042, -1.8668, -1.3515)
H (0.0888, -0.2718, -1.0059)
H (2.3569, -0.2482, -0.1239)
H (1.6754, 0.1856, 2.4190)
H (0.0947, -0.2940, 1.8941)
H (-0.8085, 1.7441, 2.2963)
H (-0.0679, 3.2413, 1.7502)
H (0.8427, 2.1940, 2.8728)
H (2.8047, -1.4740, 1.6261)
H (1.3651, -2.2168, 1.6797)
C (-2.5336, 6.6584, 11.3045)
C (-3.6731, 5.6027, 11.0407)
C (-3.3595, 4.6203, 9.8674)
O (-3.0357, 5.3084, 8.6334)
C (-2.6749, 4.4640, 7.5397)
N (-3.9533, 4.9586, 12.3301)
H (-2.7953, 7.2387, 12.1893)
H (-2.4499, 7.4545, 10.5648)
H (-1.6112, 6.1069, 11.4869)
H (-4.5432, 6.2037, 10.7766)
H (-4.2684, 4.0338, 9.7329)
H (-2.6497, 3.8445, 10.1546)
H (-3.2959, 3.6251, 7.2253)
H (-1.7210, 3.9613, 7.6991)
H (-2.5407, 5.2128, 6.7591)
H (-4.4787, 4.1041, 12.2125)
H (-3.0971, 4.5475, 12.6736)
C (2.6962, -8.8429, -5.6376)
C (2.0826, -7.4727, -6.1664)
C (1.2317, -6.6739, -5.0925)
O (0.2451, -7.6131, -4.5937)
C (-0.5465, -7.1279, -3.4974)
N (3.2346, -6.6130, -6.4224)
H (3.3349, -9.3210, -6.3803)
H (1.9469, -9.6151, -5.4631)
H (3.2633, -8.8356, -4.7068)
H (1.4451, -7.7105, -7.0180)
H (0.7550, -5.7345, -5.3725)
H (1.7005, -6.2371, -4.2107)
H (-0.7408, -7.9314, -2.7870)
H (-1.5029, -6.8271, -3.9253)
H (-0.1029, -6.2681, -2.9954)
H (3.5367, -6.5467, -7.3839)
H (3.1598, -5.6517, -6.1218)
C (-4.6271, 6.8657, 0.9886)
C (-4.3678, 7.1903, 2.4308)
C (-3.2405, 8.2498, 2.7213)
O (-2.1305, 7.8936, 1.9251)
C (-1.0228, 8.7595, 2.1484)
N (-5.5350, 7.7249, 3.1140)
H (-4.8474, 7.7535, 0.3958)
H (-5.4717, 6.1808, 0.9136)
H (-3.8236, 6.3445, 0.4683)
H (-4.1355, 6.2725, 2.9710)
H (-2.9688, 8.3999, 3.7661)
H (-3.5367, 9.2637, 2.4524)
H (-0.7774, 8.9080, 3.2000)
H (-1.3765, 9.7353, 1.8154)
H (-0.1302, 8.4855, 1.5860)
H (-6.3389, 7.1758, 2.8451)
H (-5.8171, 8.6569, 2.8461)
O (6.5366, -0.8271, 1.6917)
H (6.7619, -0.5834, 0.7939)
H (6.1949, -0.0219, 2.0804)
O (3.5226, 1.3099, -4.7971)
H (2.8169, 1.5312, -4.1894)
H (3.9603, 2.1434, -4.9702)
O (2.5916, 2.2360, 6.8835)
H (2.2383, 3.1137, 6.7389)
H (2.8173, 2.2183, 7.8135)
O (5.0713, 2.1821, 3.6671)
H (4.5414, 2.2381, 4.4622)
H (4.8069, 2.9419, 3.1485)
O (4.8752, -3.8801, -1.5716)
H (5.3810, -3.0835, -1.7326)
H (4.1916, -3.6104, -0.9583)
O (3.4090, -1.8353, 6.7673)
H (3.7870, -1.8247, 7.6466)
H (3.1006, -0.9399, 6.6278)
O (0.2928, -3.1521, 4.5316)
H (0.7978, -3.0834, 5.3418)
H (-0.4747, -3.6717, 4.7705)
O (2.0557, 5.8565, 5.6118)
H (2.5468, 5.8918, 4.7910)
H (1.7773, 6.7596, 5.7640)
O (6.3966, -3.1922, 4.6700)
H (5.4928, -3.0131, 4.9295)
H (6.6256, -2.4706, 4.0844)

The gap between HOMO and LUMO is 8.46 eV. Its net charge is 0.

Record 4
The following is a DFT calculation (ωB97M-V with the def2-TZVPD basis set) of a cluster of 9 separate species, C16H24F6N8P in total in a non-equilibrium geometry.

Positions of all 55 atoms, in Å:
P (0.3355, -0.2618, -1.3572)
F (1.8766, -0.6560, -1.0652)
F (0.6721, 0.0069, -2.9097)
F (-0.0413, -1.8232, -1.5941)
F (-1.2715, -0.0237, -1.6027)
F (0.1728, -0.5410, 0.2363)
F (0.7073, 1.3192, -1.1255)
C (-5.6977, -0.6399, -4.8875)
C (-6.5032, -1.3181, -5.9346)
N (-7.1562, -1.8807, -6.7414)
H (-4.6587, -0.6029, -5.2149)
H (-5.5952, -1.2848, -4.0148)
H (-6.1266, 0.2927, -4.5208)
C (0.8329, 6.9358, 0.5072)
C (2.1372, 6.3983, 0.1951)
N (3.2133, 6.0233, 0.0045)
H (0.5384, 7.7459, -0.1599)
H (0.6574, 7.3614, 1.4952)
H (0.1223, 6.1368, 0.2960)
C (5.8775, 0.3632, 1.5246)
C (5.2070, 0.8510, 2.7176)
N (4.7251, 1.2105, 3.7174)
H (5.9551, -0.7235, 1.4904)
H (6.9211, 0.6593, 1.4183)
H (5.4152, 0.7225, 0.6052)
C (-0.2015, -3.7055, 4.4536)
C (0.3163, -2.5819, 5.1553)
N (0.7853, -1.6821, 5.7170)
H (0.5151, -4.5258, 4.4130)
H (-0.5728, -3.5559, 3.4398)
H (-1.0208, -3.9416, 5.1326)
C (-4.7449, -3.5765, 0.7297)
C (-4.6099, -2.7700, 1.9603)
N (-4.4749, -2.1489, 2.9474)
H (-3.8163, -3.5192, 0.1618)
H (-5.5412, -3.0521, 0.2016)
H (-5.0674, -4.6103, 0.8534)
C (1.4446, -6.4524, 0.0104)
C (1.8890, -7.5228, 0.8811)
N (2.1682, -8.4161, 1.5711)
H (0.8739, -5.6985, 0.5525)
H (0.8191, -6.8259, -0.8004)
H (2.2935, -5.9492, -0.4525)
C (4.2876, 3.6656, -4.3001)
C (3.4283, 4.7680, -4.6665)
N (2.7285, 5.6629, -4.8371)
H (4.0038, 2.7238, -4.7699)
H (4.2051, 3.5013, -3.2257)
H (5.3201, 3.9010, -4.5578)
C (-2.5581, 3.4246, 2.4037)
C (-1.5166, 3.1530, 3.2998)
N (-0.6648, 2.9334, 4.0726)
H (-3.4751, 2.9532, 2.7573)
H (-2.4195, 3.0737, 1.3811)
H (-2.7111, 4.5033, 2.4356)

The gap between HOMO and LUMO is 10.66 eV. Its net charge is -1.

Record 5
The following is a DFT calculation (ωB97M-V with the def2-TZVPD basis set) of a structure of composition C28H19Cl2FN2O6Pt in a non-equilibrium geometry.

Positions of all 59 atoms, in Å:
Pt (-0.2589, -1.0090, -0.4641)
O (-4.1701, -6.1961, -2.5602)
C (-4.3604, -5.0301, -2.9269)
O (-5.1339, -4.4977, -3.7278)
C (-3.3730, -4.0150, -2.2579)
C (-2.4330, -4.4653, -1.3353)
C (-1.5347, -3.5816, -0.7828)
N (-1.5785, -2.2889, -1.1378)
C (-2.4775, -1.8180, -2.0231)
C (-3.3977, -2.6634, -2.5916)
C (-2.2922, -0.3634, -2.3640)
O (-3.0223, 0.2179, -3.1186)
O (-1.2658, 0.1945, -1.7467)
H (-2.4360, -5.5180, -1.0846)
H (-0.7948, -3.8540, -0.0425)
H (-4.1224, -2.3066, -3.3123)
F (1.6956, 2.4861, -4.8723)
C (1.6538, 1.3904, -4.1074)
C (2.3125, 1.4094, -2.8903)
C (2.2496, 0.2798, -2.0992)
C (1.5158, -0.8427, -2.5134)
C (1.3021, -1.9273, -1.5634)
C (0.8973, -0.8335, -3.7677)
C (0.9608, 0.2858, -4.5723)
H (2.8504, 2.2957, -2.5836)
H (2.7481, 0.2630, -1.1375)
H (2.0601, -2.0430, -0.7970)
H (0.8982, -2.8496, -1.9699)
H (0.3405, -1.7029, -4.0979)
H (0.4720, 0.3301, -5.5351)
Cl (4.1136, 3.2810, 2.3445)
C (2.6648, 3.4788, 1.4140)
C (2.6334, 4.4390, 0.4188)
C (1.4829, 4.6042, -0.3371)
C (0.3899, 3.7827, -0.1214)
C (0.4532, 2.8066, 0.8599)
Cl (-0.9066, 1.7351, 1.0069)
C (1.5711, 2.6476, 1.6864)
N (1.6510, 1.6886, 2.6979)
C (0.6410, 1.3980, 3.6152)
C (-0.1270, 2.4194, 4.1668)
C (-1.1225, 2.1251, 5.0816)
C (-1.3506, 0.8150, 5.4770)
C (-0.5846, -0.2033, 4.9310)
C (0.4029, 0.0669, 3.9948)
C (1.1784, -1.0625, 3.3411)
C (0.8434, -1.1314, 1.8763)
O (1.5517, -0.5903, 0.9982)
O (-0.2360, -1.7222, 1.4878)
H (3.5044, 5.0582, 0.2570)
H (1.4417, 5.3681, -1.1011)
H (-0.5049, 3.8674, -0.7218)
H (2.3731, 1.0006, 2.5700)
H (0.0672, 3.4432, 3.8719)
H (-1.7163, 2.9281, 5.4980)
H (-2.1204, 0.5860, 6.2007)
H (-0.7664, -1.2314, 5.2201)
H (0.9084, -2.0116, 3.8022)
H (2.2575, -0.9333, 3.4466)

The gap between HOMO and LUMO is 5.50 eV. Its net charge is 0.

Record 6
The following is a DFT calculation (ωB97M-V with the def2-TZVPD basis set) of the molecule C5H10O2.

Positions of all 17 atoms, in Å:
C (1.5461, -0.0261, 1.6231)
C (1.1762, -0.1064, 0.1418)
O (1.0871, -1.4447, -0.3047)
C (-0.1583, 0.5928, -0.0949)
C (-0.8408, 0.4965, -1.4693)
C (-1.9991, -0.1314, -0.6855)
O (-1.2115, -0.1904, 0.5180)
H (2.3966, -0.6785, 1.8389)
H (1.8120, 0.9985, 1.9081)
H (0.6966, -0.3412, 2.2400)
H (1.9618, 0.3664, -0.4604)
H (0.2757, -1.7847, 0.1039)
H (-0.1376, 1.6109, 0.3187)
H (-1.0526, 1.4401, -1.9772)
H (-0.3418, -0.1991, -2.1475)
H (-2.3395, -1.1238, -1.0024)
H (-2.8710, 0.5210, -0.5506)

Its SMILES is C[C@@H](O)[C@H]1CCO1. The gap between HOMO and LUMO is 10.92 eV. Its net charge is 0.

In order of appearance, relative energy (zero: lowest compared OMol25 entry of this formula, charge and spin) = 1.380; 7.070; 5.825; 1.739; 0.000; 1.957 eV.